Entry 1:
A structure of composition C13H10AsN4ORhS5. Source: the OMol25 dataset; level of theory: the ωB97M-V functional and the def2-TZVPD basis.

Properties
Energy relative to the best compared isomer or geometry (same formula, charge and spin)   1.124 eV
Gap between HOMO and LUMO (alpha / beta)   3.94 / 5.75 eV
<S²>   6.0357

Geometry as ORCA input:
```
! RIJCOSX wB97M-V def2-TZVPD def2/J DEFGRID3
* xyz -2 5
Rh -0.13 -0.19 -0.14
O 0.00 3.87 -0.30
C -0.35 2.68 -0.22
N 0.53 1.64 -0.18
C 1.95 1.86 -0.15
C 2.65 0.53 -0.25
C 4.04 0.46 -0.31
C 4.66 -0.77 -0.38
C 3.87 -1.91 -0.38
C 2.50 -1.77 -0.33
N 1.89 -0.58 -0.28
C -1.73 2.20 -0.20
C -2.82 3.06 -0.27
C -4.10 2.58 -0.26
C -4.28 1.15 -0.18
C -3.18 0.34 -0.13
N -1.91 0.80 -0.13
H 2.26 2.35 0.78
H 2.27 2.52 -0.97
H 4.61 1.37 -0.29
H 5.74 -0.85 -0.42
H 4.30 -2.90 -0.42
H 1.84 -2.63 -0.31
H -2.61 4.12 -0.34
H -4.96 3.24 -0.31
H -5.27 0.71 -0.17
H -3.29 -0.73 -0.09
S -1.73 -5.62 -2.63
As -1.69 -5.63 -0.53
S -1.09 -2.19 -0.74
S -0.41 -3.79 0.25
S -3.54 -5.59 0.46
S -0.03 0.47 4.64
C -0.01 -0.17 3.12
N 0.02 -0.67 2.07
*
```

Atom charges from the Mulliken analysis, given in e for atoms 1 to 8:
1 Rh 0.46
2 O -0.85
3 C -0.11
4 N -0.29
5 C -0.58
6 C 0.41
7 C -0.87
8 C -0.17

***

Entry 2:
A cluster of 3 separate species, C35H28FO6 in total in a non-equilibrium geometry. Source: the OMol25 dataset; level of theory: the ωB97M-V functional and the def2-TZVPD basis.

Properties
Gap between HOMO and LUMO   2.51 eV

Geometry as ORCA input:
```
! RIJCOSX wB97M-V def2-TZVPD def2/J DEFGRID3
* xyz -1 1
C -3.19 0.57 5.09
C -1.72 0.73 5.31
O -0.93 0.38 4.43
O -1.33 1.26 6.46
C -0.77 0.28 7.50
C -1.47 0.21 8.80
C -1.77 1.61 9.33
C -2.82 -0.51 8.64
C -2.65 -1.98 8.32
F -3.17 -2.30 7.04
H -3.49 -0.40 5.50
H -3.42 0.56 4.03
H -3.78 1.32 5.60
H -0.71 -0.69 7.01
H 0.25 0.60 7.68
H -2.39 1.53 10.22
H -0.85 2.15 9.58
H -2.32 2.24 8.61
H -3.39 -0.38 9.56
H -3.40 -0.05 7.84
H -3.15 -2.64 9.02
H -1.59 -2.21 8.28
C -3.11 -0.92 -4.48
C -3.23 -2.09 -3.74
C -2.75 -2.16 -2.45
C -2.13 -1.05 -1.89
C -2.00 0.12 -2.63
C -2.49 0.19 -3.92
C -1.30 1.31 -2.06
O -1.19 2.34 -2.71
C -0.73 1.21 -0.70
C -0.02 2.28 -0.18
C 0.51 2.20 1.10
C 0.33 1.06 1.87
C -0.37 -0.02 1.36
C -0.90 0.05 0.07
C -1.62 -1.13 -0.48
O -1.78 -2.14 0.17
H -3.49 -0.87 -5.49
H -3.71 -2.96 -4.18
H -2.84 -3.06 -1.87
H -2.38 1.10 -4.49
H 0.12 3.17 -0.78
H 1.07 3.04 1.50
H 0.73 1.00 2.87
H -0.52 -0.91 1.95
C 3.98 0.43 -1.88
C 2.69 0.93 -2.02
C 2.06 0.89 -3.26
C 2.72 0.34 -4.35
C 4.03 -0.14 -4.21
C 4.65 -0.10 -2.97
C 4.77 -0.69 -5.38
O 5.90 -1.12 -5.26
C 4.09 -0.70 -6.70
C 4.78 -1.16 -7.82
C 4.16 -1.19 -9.05
C 2.84 -0.75 -9.18
C 2.15 -0.29 -8.08
C 2.78 -0.25 -6.84
C 2.02 0.28 -5.66
O 0.87 0.65 -5.78
H 4.47 0.46 -0.91
H 2.18 1.35 -1.17
H 1.06 1.27 -3.38
H 5.65 -0.49 -2.86
H 5.80 -1.50 -7.71
H 4.70 -1.54 -9.92
H 2.36 -0.78 -10.15
H 1.13 0.05 -8.17
*
```

Atom charges from the Mulliken analysis, given in e for atoms 1 to 8:
1 C -1.02
2 C 0.73
3 O -0.59
4 O -0.37
5 C -1.00
6 C 0.26
7 C -1.46
8 C -0.50

***

Entry 3:
A structure of composition C16H16N2O3PPdS2. Source: the OMol25 dataset; level of theory: the ωB97M-V functional and the def2-TZVPD basis.

Properties
Energy relative to the best compared isomer or geometry (same formula, charge and spin)   1.011 eV
Gap between HOMO and LUMO   6.63 eV

Geometry as ORCA input:
```
! RIJCOSX wB97M-V def2-TZVPD def2/J DEFGRID3
* xyz -1 1
Pd 0.97 -0.07 -1.87
N 2.43 -1.12 -2.89
C 1.76 -2.41 -3.23
C 0.43 -2.03 -3.87
O 0.04 -2.64 -4.87
N -0.16 -0.98 -3.26
C -1.04 -0.16 -4.07
C -0.34 1.14 -4.58
O -0.98 1.83 -5.38
O 0.82 1.37 -4.11
H 2.52 -0.54 -3.72
H 3.32 -1.24 -2.44
H 1.61 -2.96 -2.30
H 2.33 -3.02 -3.93
H -1.92 0.14 -3.49
H -1.37 -0.71 -4.95
S 2.11 0.16 0.22
P 0.22 0.60 0.73
S -0.83 1.08 -0.91
C -0.55 -0.80 1.60
C -0.44 -0.95 2.98
C -0.99 -2.06 3.61
C -1.64 -3.02 2.86
C -1.74 -2.88 1.48
C -1.21 -1.77 0.85
C 0.18 1.95 1.94
C 1.33 2.41 2.55
C 1.27 3.44 3.49
C 0.04 4.00 3.81
C -1.12 3.54 3.21
C -1.05 2.51 2.27
H 0.07 -0.19 3.57
H -0.90 -2.16 4.68
H -2.07 -3.89 3.35
H -2.25 -3.64 0.90
H -1.29 -1.65 -0.22
H 2.29 1.98 2.27
H 2.17 3.81 3.95
H -0.01 4.80 4.54
H -2.08 3.98 3.45
H -1.95 2.16 1.79
*
```

Atom charges from the Mulliken analysis, given in e for atoms 1 to 8:
1 Pd 0.18
2 N -0.52
3 C -0.42
4 C 0.47
5 O -0.74
6 N 0.01
7 C -0.87
8 C 0.67

***

Entry 4:
The molecule C4H6Cl2Si in a non-equilibrium geometry. Source: the OMol25 dataset; level of theory: the ωB97M-V functional and the def2-TZVPD basis.

Properties
Energy relative to the best compared isomer or geometry (same formula, charge and spin)   1.758 eV
Structure (SMILES)   C#CCC[SiH](Cl)Cl
Gap between HOMO and LUMO   10.85 eV

Geometry as ORCA input:
```
! RIJCOSX wB97M-V def2-TZVPD def2/J DEFGRID3
* xyz 0 1
C -1.55 -0.24 -0.41
C -2.56 0.09 -0.95
C -0.27 -0.59 0.16
C 0.80 0.41 -0.32
Si 2.52 0.01 0.37
Cl 3.09 -1.81 -0.27
Cl 3.84 1.40 -0.27
H 2.53 0.01 1.83
H -3.47 0.37 -1.39
H -0.34 -0.56 1.25
H 0.00 -1.60 -0.14
H 0.80 0.41 -1.41
H 0.49 1.42 -0.01
*
```

Atom charges from the Mulliken analysis, given in e for atoms 1 to 8:
1 C -0.64
2 C 0.15
3 C -0.50
4 C -0.78
5 Si 0.63
6 Cl -0.24
7 Cl -0.24
8 H -0.13

***

Entry 5:
A cluster of 2 separate species, C5H16N3 in total in a non-equilibrium geometry. Source: the OMol25 dataset; level of theory: the ωB97M-V functional and the def2-TZVPD basis.

Properties
Energy relative to the best compared isomer or geometry (same formula, charge and spin)   1.107 eV
Gap between HOMO and LUMO   11.63 eV

Geometry as ORCA input:
```
! RIJCOSX wB97M-V def2-TZVPD def2/J DEFGRID3
* xyz 1 1
C -1.00 -0.73 -2.51
C -1.78 0.61 -2.32
H 0.04 -0.73 -2.13
H -1.52 -1.50 -1.98
H -0.97 -0.97 -3.56
H -1.20 1.55 -2.18
H -2.47 0.45 -1.49
H -2.37 0.83 -3.19
C 0.75 -1.13 0.80
C 1.03 -2.28 1.77
C 0.49 1.26 1.11
N 0.70 0.07 1.67
N 0.68 1.54 -0.23
N 0.37 2.30 1.97
H 1.51 -0.83 0.00
H -0.27 -1.26 0.41
H 2.05 -2.11 2.12
H 0.83 -3.22 1.25
H 0.67 -0.05 2.68
H 0.85 0.87 -0.97
H 0.07 2.25 -0.59
H 0.54 2.21 2.96
H 0.51 3.27 1.70
H 0.49 -2.39 2.71
*
```

Atom charges from the Mulliken analysis, given in e for atoms 1 to 8:
1 C -0.75
2 C -0.72
3 H 0.15
4 H 0.24
5 H 0.36
6 H 0.14
7 H 0.24
8 H 0.35

***

Entry 6:
A cluster of 2 separate species, C2H3F2NO2 in total in a non-equilibrium geometry. Source: the OMol25 dataset; level of theory: the ωB97M-V functional and the def2-TZVPD basis.

Properties
Energy relative to the best compared isomer or geometry (same formula, charge and spin)   4.072 eV
Gap between HOMO and LUMO (alpha / beta)   9.84 / 7.56 eV

Geometry as ORCA input:
```
! RIJCOSX wB97M-V def2-TZVPD def2/J DEFGRID3
* xyz 0 1
C 1.31 -0.01 -0.08
C 0.09 0.81 0.03
N -1.79 -0.91 0.21
O -2.84 -0.48 -0.07
O -1.28 -1.95 0.04
F -0.38 1.52 1.13
F -0.17 1.59 -1.03
H 1.44 -0.60 -1.05
H 2.19 0.69 0.04
H 1.43 -0.66 0.77
*
```

Atom charges from the Mulliken analysis, given in e for atoms 1 to 8:
1 C -0.91
2 C 0.60
3 N 0.73
4 O -0.42
5 O -0.44
6 F -0.25
7 F -0.23
8 H 0.29

***

Entry 7:
A cluster of 2 separate species, C16H39NO5P2S in total in a non-equilibrium geometry. Source: the OMol25 dataset; level of theory: the ωB97M-V functional and the def2-TZVPD basis.

Properties
Gap between HOMO and LUMO   8.67 eV

Geometry as ORCA input:
```
! RIJCOSX wB97M-V def2-TZVPD def2/J DEFGRID3
* xyz 0 1
C -0.77 5.85 1.67
C -0.26 5.75 0.12
C -1.46 5.67 -1.00
C -2.58 4.54 -0.64
C -3.30 3.83 -1.93
C -4.62 2.94 -1.45
C -4.44 2.23 0.02
C -3.16 1.20 0.13
C -3.46 -0.32 -0.41
P -1.70 -1.13 -0.65
O -0.61 -0.58 0.61
C 0.38 0.38 0.07
C 1.92 0.09 0.59
N 2.76 -0.70 -0.40
C 4.14 -0.93 0.19
C 5.14 -1.87 -0.69
C 4.76 -2.02 -2.28
O 5.30 -3.24 -0.15
P -2.07 -3.26 -0.37
O -2.38 -3.56 1.32
O -0.64 -4.07 -0.95
H -0.96 6.94 2.06
H 0.11 5.41 2.34
H -1.72 5.22 1.93
H 0.38 6.73 -0.09
H 0.42 4.80 0.00
H -0.94 5.31 -2.01
H -1.93 6.74 -1.26
H -2.05 3.76 0.10
H -3.43 5.06 0.01
H -3.73 4.65 -2.67
H -2.56 3.15 -2.57
H -5.54 3.69 -1.35
H -4.86 2.13 -2.27
H -4.35 2.98 0.92
H -5.43 1.59 0.22
H -2.29 1.63 -0.55
H -2.76 1.15 1.22
H -3.98 -0.27 -1.46
H -4.10 -0.97 0.33
H 0.31 0.52 -1.11
H 0.08 1.45 0.52
H 2.44 1.17 0.68
H 1.98 -0.40 1.65
H 2.33 -1.65 -0.49
H 4.69 0.07 0.51
H 3.96 -1.51 1.22
H 6.22 -1.37 -0.64
H 5.75 -1.78 -2.90
H 4.54 -3.16 -2.47
H 3.95 -1.28 -2.68
H 5.39 -3.18 0.85
H -2.08 -2.80 1.90
H -0.65 -3.91 -1.96
C 1.27 -7.52 1.56
S 2.57 -6.43 0.95
O 3.82 -6.75 1.72
C 1.88 -4.91 1.64
H 1.51 -8.55 1.28
H 1.20 -7.46 2.65
H 0.31 -7.24 1.11
H 1.78 -5.00 2.73
H 0.91 -4.71 1.19
H 2.56 -4.08 1.41
*
```

Atom charges from the Mulliken analysis, given in e for atoms 1 to 8:
1 C -0.85
2 C -0.39
3 C -0.65
4 C -0.08
5 C -0.58
6 C -0.64
7 C -0.62
8 C -0.25

***

Entry 8:
The molecule C8H8I2 in a non-equilibrium geometry. Source: the OMol25 dataset; level of theory: the ωB97M-V functional and the def2-TZVPD basis.

Properties
Energy relative to the best compared isomer or geometry (same formula, charge and spin)   2.999 eV
Gap between HOMO and LUMO (alpha / beta)   6.73 / 6.66 eV

Geometry as ORCA input:
```
! RIJCOSX wB97M-V def2-TZVPD def2/J DEFGRID3
* xyz 0 1
C 0.57 1.43 -0.99
C 1.99 1.31 -0.95
C -0.24 0.61 -0.26
C 0.39 -0.30 0.56
C -1.68 0.18 -0.35
C -1.95 -0.70 0.84
C 2.55 0.10 -0.53
C -0.61 -1.31 1.15
I 4.44 -0.09 0.20
I -0.21 -3.09 -0.14
H 0.32 2.46 -1.54
H 2.61 1.96 -1.55
H -2.21 1.04 -0.47
H -1.93 -0.41 -1.22
H -2.21 -0.11 1.69
H -2.75 -1.46 0.55
H 1.50 -0.11 0.89
H -0.59 -1.52 2.12
*
```

Atom charges from the Mulliken analysis, given in e for atoms 1 to 8:
1 C -0.47
2 C -0.16
3 C 0.81
4 C -0.37
5 C -0.94
6 C -0.55
7 C -0.51
8 C -0.68